ORCA calculation (ωB97M-V/def2-TZVPD) on a 2-piece molecular cluster, HIS2 overall.

Computed properties:
maximum force	0.032	hartree/bohr
HOMO (spin up / spin down)	-8.98 / -9.33	eV
LUMO (spin up / spin down)	-0.1253 / -0.0658	hartree
relative energy (zero: lowest compared OMol25 entry of this formula, charge and spin)	141.32	kJ/mol
total energy	-1094.6081	Ha
orbital gap (spin up / spin down)	5.5743 / 7.5402	eV

Each atom is followed by the atoms it is bonded to, with distances in Å.
Cartesian coordinates (Å):
1 S 0.61 0.39 -0.37  S2 1.914, H4 1.375
2 S 0.06 1.70 -1.65  S1 1.914
3 I -0.69 -3.11 1.33  no bonds
4 H 0.02 1.02 0.69  S1 1.375